{"formula": "C5H6N", "method": "ωB97M-V with the def2-TZVPD basis set", "charge": 1, "total_energy_ev": -6759.21090, "de_lowest_kcal_mol": 137.6, "e_lumo_ha": -0.152, "gap_ev": 10.1, "species": ["C", "C", "C", "C", "C", "N", "H", "H", "H", "H", "H", "H"], "xyz": [[-1.684, 0.119, -0.176], [-0.635, 1.070, -0.134], [-0.744, -0.991, -0.442], [-0.732, -0.380, 1.019], [0.323, 0.010, -0.231], [1.712, -0.051, 0.154], [-2.716, 0.336, -0.272], [-0.490, 2.067, 0.284], [-0.913, -1.964, -0.922], [1.977, -1.092, 0.283], [1.634, 0.455, 1.078], [2.267, 0.420, -0.641]], "lowdin_charge": [-0.133, 0.041, -0.077, 0.160, -0.368, 0.249, 0.148, 0.156, 0.165, 0.232, 0.201, 0.225]}